Entry 1:
Computed, not measured: an isolated ion of composition C23H41F3IN8O2S and charge +1 in a non-equilibrium geometry, with the ωB97M-V functional and the def2-TZVPD basis.

Positions of all 79 atoms, in Å:
H: 1.766 2.767 2.285
N: 0.896 3.243 2.056
C: 0.466 2.966 0.884
C: -0.680 3.804 0.372
C: 1.121 1.967 -0.072
C: 1.208 0.457 0.260
C: 2.213 -0.140 -0.770
C: 1.801 -0.517 -2.201
C: 1.745 0.651 -3.177
C: 1.536 0.206 -4.653
N: 1.394 -1.241 -4.837
N: 1.858 0.320 1.653
C: 3.266 0.837 1.784
C: 4.358 -0.196 1.856
N: 5.189 -0.275 0.905
H: 5.920 -0.958 1.098
C: 1.604 -0.950 2.404
N: 2.078 -2.152 1.761
C: 0.107 -0.862 2.776
I: -0.578 -2.873 3.466
N: 0.119 -0.060 4.009
C: -0.689 -0.315 4.908
S: -1.787 -0.210 5.991
N: -0.703 -0.253 1.789
C: -1.725 0.692 2.199
C: -3.153 0.116 2.226
C: -4.153 1.223 2.139
F: -4.046 1.880 0.959
F: -5.403 0.785 2.212
F: -3.994 2.147 3.091
C: -0.198 -0.278 0.366
C: -1.292 0.390 -0.490
O: -1.011 0.125 -1.850
C: -1.925 0.541 -2.784
C: -2.394 1.956 -2.697
O: -2.242 -0.214 -3.648
N: -0.063 -1.627 -0.050
C: -1.144 -2.577 -0.021
C: -1.774 -2.929 -1.375
C: -2.711 -4.142 -1.215
H: -1.621 3.547 0.851
H: -0.451 4.847 0.568
H: -0.803 3.687 -0.701
H: 0.636 2.035 -1.041
H: 2.124 2.351 -0.256
H: 3.022 0.580 -0.902
H: 2.708 -1.002 -0.332
H: 2.608 -1.156 -2.566
H: 0.912 -1.125 -2.273
H: 2.685 1.202 -3.109
H: 0.928 1.328 -2.939
H: 0.623 0.677 -5.012
H: 2.345 0.589 -5.270
H: 0.538 -1.472 -5.317
H: 2.154 -1.631 -5.372
H: 1.300 0.982 2.211
H: 3.503 1.528 0.985
H: 3.304 1.399 2.719
H: 4.423 -0.795 2.765
H: 2.116 -0.802 3.355
H: 2.245 -2.847 2.478
H: 2.959 -2.030 1.279
H: -1.549 1.090 3.190
H: -1.723 1.590 1.596
H: -3.360 -0.557 1.399
H: -3.316 -0.430 3.153
H: -1.388 1.457 -0.323
H: -2.253 -0.041 -0.215
H: -3.052 2.156 -3.533
H: -2.933 2.136 -1.767
H: -1.548 2.642 -2.718
H: 0.842 -1.974 -0.280
H: -0.765 -3.509 0.407
H: -1.943 -2.265 0.653
H: -0.996 -3.104 -2.112
H: -2.383 -2.082 -1.688
H: -2.807 -4.406 -0.162
H: -2.350 -5.001 -1.770
H: -3.714 -3.896 -1.554

Properties
structure (SMILES) = [H]/N=C(/C)C[C@@]1(CCCCN)[N@H+](C/C=N/[H])[C@H](N)[C@@](I)(N=C=S)N(CCC(F)(F)F)[C@]1(COC(C)=O)NCCC
orbital gap = 8.00 eV
highest occupied orbital energy = -11.3187 eV
total charge = +1
molar mass = 677.6 g/mol
E_tot = -67611.9282 eV

***

Entry 2:
Computed, not measured: C15H17AgN3O2S2 as an isolated structure, with the ωB97M-V functional and the def2-TZVPD basis.

Positions of all 40 atoms, in Å:
Ag: 0.347 -0.084 -0.196
S: 2.626 -2.545 -3.618
C: 2.079 -2.129 -2.049
N: 1.533 -0.961 -1.921
C: 1.525 -0.283 -3.141
C: 1.022 1.002 -3.355
C: 1.102 1.534 -4.623
C: 1.673 0.805 -5.677
C: 2.175 -0.463 -5.479
C: 2.095 -1.000 -4.194
H: 2.182 -2.829 -1.230
H: 0.590 1.555 -2.528
H: 0.726 2.530 -4.815
H: 1.723 1.249 -6.663
H: 2.615 -1.021 -6.294
N: 4.390 -3.098 2.655
C: 3.386 -3.171 3.566
O: 3.457 -3.855 4.563
C: 2.121 -2.398 3.278
C: 1.141 -2.404 4.262
C: -0.031 -1.702 4.058
C: -0.197 -1.024 2.863
N: 0.727 -1.025 1.898
C: 1.865 -1.696 2.114
H: 5.250 -3.567 2.887
H: 4.414 -2.415 1.920
H: 1.331 -2.960 5.172
H: -0.807 -1.673 4.809
H: -1.099 -0.461 2.661
H: 2.586 -1.647 1.305
C: -3.158 3.269 -0.382
S: -2.776 1.541 -0.190
C: -3.215 1.010 -1.840
O: -1.265 1.489 -0.116
H: -2.562 3.669 -1.202
H: -2.905 3.763 0.553
H: -4.225 3.368 -0.581
H: -4.302 0.995 -1.929
H: -2.823 0.001 -1.954
H: -2.769 1.682 -2.573

Properties
orbital gap = 9.52 eV
highest occupied orbital energy = -11.9148 eV
total charge = +1
molar mass = 443.3 g/mol
E_tot = -50060.9890 eV

***

Entry 3:
Computed, not measured: one molecule with the formula C20H29ClN2O3, with the ωB97M-V functional and the def2-TZVPD basis.

Positions of all 55 atoms, in Å:
C: -1.113 -4.038 -0.634
O: -1.560 -2.854 -1.253
C: -2.075 -1.872 -0.459
C: -2.401 -2.077 0.875
C: -2.885 -1.030 1.638
Cl: -3.282 -1.314 3.298
C: -3.051 0.228 1.101
C: -2.740 0.450 -0.234
C: -2.884 1.840 -0.815
N: -1.755 2.737 -0.677
C: -0.562 2.414 -1.429
C: 0.458 1.548 -0.676
C: 0.821 2.233 0.640
C: 1.960 1.558 1.413
C: 1.705 0.135 1.919
C: 1.503 -0.949 0.884
O: 0.503 -1.644 0.866
N: 2.492 -1.192 -0.013
C: 3.803 -0.645 -0.102
C: 4.951 -1.592 -0.293
C: 4.787 -0.874 1.011
C: -0.464 2.383 1.451
C: -1.459 3.234 0.648
C: -2.277 -0.601 -1.031
O: -2.009 -0.291 -2.341
C: -2.203 -1.269 -3.339
H: -1.948 -4.634 -0.252
H: -0.603 -4.600 -1.416
H: -0.416 -3.805 0.175
H: -2.256 -3.038 1.337
H: -3.428 1.035 1.710
H: -3.086 1.751 -1.886
H: -3.739 2.332 -0.341
H: -0.862 1.916 -2.350
H: -0.080 3.367 -1.689
H: 0.027 0.567 -0.479
H: 1.344 1.417 -1.302
H: 1.181 3.244 0.398
H: 2.854 1.572 0.789
H: 2.172 2.173 2.292
H: 0.817 0.124 2.553
H: 2.560 -0.158 2.535
H: 2.268 -1.934 -0.665
H: 3.861 0.299 -0.638
H: 5.752 -1.298 -0.953
H: 4.732 -2.648 -0.313
H: 5.472 -0.080 1.262
H: 4.460 -1.457 1.858
H: -0.263 2.872 2.407
H: -0.893 1.400 1.644
H: -2.396 3.343 1.198
H: -1.026 4.237 0.523
H: -1.358 -1.958 -3.403
H: -2.291 -0.715 -4.275
H: -3.118 -1.841 -3.169

Properties
structure (SMILES) = COc1cc(Cl)cc(CN2CCC(CCC(=O)NC3CC3)CC2)c1OC
orbital gap = 8.47 eV
highest occupied orbital energy = -7.7313 eV
molar mass = 380.9 g/mol
E_tot = -42854.8304 eV